No. 1
Here is 2 unconnected molecules or ions with the total composition C2H11N4 in a non-equilibrium geometry from the OMol25 dataset. Energies are from ωB97M-V with the def2-TZVPD basis set.

Geometry (Å):
N1 -1.655 0.392 0.155
C1 -1.108 0.913 -0.966
N2 0.029 0.446 -1.468
N3 -1.759 1.899 -1.603
H1 -1.086 -0.237 0.662
H2 -2.429 0.919 0.499
H3 0.331 0.748 -2.378
H4 0.560 -0.233 -0.873
H5 -1.611 1.982 -2.590
H6 -2.690 2.199 -1.283
C2 1.442 -1.133 0.896
N4 1.907 -1.864 2.102
H7 1.325 -0.035 1.038
H8 0.469 -1.594 0.554
H9 2.163 -1.244 0.065
H10 2.850 -1.523 2.343
H11 1.262 -1.634 2.848

Its total energy is -8206.96697 eV. The net charge is +1. The value obtained for the frontier orbital gap is 9.6 eV. Its HOMO energy is -12.89 eV. As for the energy above the lowest of the compared OMol25 structures with the same formula, charge and spin: 19.6 kcal per mole.

Mulliken atomic charge list, values in e, 6 entries: -0.30, 0.77, -0.25, -0.40, 0.19, 0.22

=====

No. 2
Here is a gas-phase ion, C2H11N4 (charge +1) in a non-equilibrium geometry from the OMol25 dataset. Energies are from ωB97M-V with the def2-TZVPD basis set.

Geometry (Å):
C1 -0.073 1.779 0.477
C2 -0.135 0.370 -0.084
N1 -1.358 -0.075 -0.654
N2 0.742 0.016 -1.207
N3 0.319 -0.529 0.929
N4 0.735 -1.792 0.430
H1 0.837 2.068 1.047
H2 -0.704 1.641 1.341
H3 -0.395 2.548 -0.210
H4 -2.092 0.571 -0.887
H5 -1.850 -0.779 -0.180
H6 0.842 -0.991 -0.761
H7 0.229 -0.043 -2.116
H8 1.634 0.549 -1.214
H9 -0.001 -0.519 1.966
H10 -0.080 -2.496 0.145
H11 1.350 -2.316 0.979

Its total energy is -8204.60155 eV. The SMILES is C[C@@](N)([NH3+])NN. The net charge is +1. The value obtained for the frontier orbital gap is 10.9 eV. Its HOMO energy is -13.89 eV. As for the energy above the lowest of the compared OMol25 structures with the same formula, charge and spin: 74.1 kcal per mole.

Mulliken atomic charge list, values in e, 6 entries: -1.43, 0.74, -0.66, -0.28, -0.25, -0.54

=====

No. 3
Here is C2H11N5 in the gas phase in a non-equilibrium geometry from the OMol25 dataset. Energies are from ωB97M-V with the def2-TZVPD basis set.

Geometry (Å):
C1 1.258 1.195 -0.927
N1 0.893 0.393 0.228
C2 -0.066 -0.634 0.038
N2 -0.071 -1.505 1.156
N3 -0.081 -1.366 -1.168
N4 -1.468 0.320 0.028
N5 -1.692 1.084 1.187
H1 1.791 2.077 -0.576
H2 1.905 0.650 -1.628
H3 0.381 1.528 -1.487
H4 1.833 -0.244 0.551
H5 -0.041 -1.003 2.034
H6 -0.603 -2.350 1.004
H7 0.027 -0.806 -2.000
H8 0.252 -2.317 -1.102
H9 -1.500 0.963 -0.758
H10 -1.974 0.451 1.931
H11 -0.842 1.566 1.488

Its total energy is -9700.89528 eV. The SMILES is CNC(N)(N)NN. The value obtained for the frontier orbital gap is 8.9 eV. Its HOMO energy is -8.03 eV. As for the energy above the lowest of the compared OMol25 structures with the same formula, charge and spin: 58.1 kcal per mole.

Mulliken atomic charge list, values in e, 6 entries: -0.92, -0.36, 0.50, -0.61, -0.49, -0.44

=====

Please write out number 1 again, unchanged.
Here is 2 unconnected molecules or ions with the total composition C2H11N4 in a non-equilibrium geometry from the OMol25 dataset. Energies are from ωB97M-V with the def2-TZVPD basis set.

Geometry (Å):
N1 -1.655 0.392 0.155
C1 -1.108 0.913 -0.966
N2 0.029 0.446 -1.468
N3 -1.759 1.899 -1.603
H1 -1.086 -0.237 0.662
H2 -2.429 0.919 0.499
H3 0.331 0.748 -2.378
H4 0.560 -0.233 -0.873
H5 -1.611 1.982 -2.590
H6 -2.690 2.199 -1.283
C2 1.442 -1.133 0.896
N4 1.907 -1.864 2.102
H7 1.325 -0.035 1.038
H8 0.469 -1.594 0.554
H9 2.163 -1.244 0.065
H10 2.850 -1.523 2.343
H11 1.262 -1.634 2.848

Its total energy is -8206.96697 eV. The net charge is +1. The value obtained for the frontier orbital gap is 9.6 eV. Its HOMO energy is -12.89 eV. As for the energy above the lowest of the compared OMol25 structures with the same formula, charge and spin: 19.6 kcal per mole.

Mulliken atomic charge list, values in e, 6 entries: -0.30, 0.77, -0.25, -0.40, 0.19, 0.22

=====

- frontier orbital gap of number 1 (C2H11N4)?
  9.6 eV

=====

- Which value of energy above the lowest of the compared OMol25 structures with the same formula, charge and spin does entry 1 give?
  19.6 kcal per mole